# 1
105
Properties=species:S:1:pos:R:3:forces:R:3:mulliken_spin:R:1 method="wB97M-V/def2-TZVPD" multiplicity=3 homo_ev="-13.71 / -13.96" relative_energy_ev=0.000 total_charge=+2 gap_ev="6.834 / 6.567" fmax_ev_per_a=0.65 energy_ha=-2180.5558
C -1.4818 0.3247 -2.5509 0.2 0.1 0.2 -0.08
C 1.2621 -4.1206 -0.3987 0.1 0.0 0.0 0.01
C 1.2001 3.3287 -1.5531 0.0 -0.1 0.0 0.00
C -0.1528 -3.5152 -2.3912 0.0 0.0 0.0 0.00
C 2.2445 -1.3964 1.5895 0.0 0.0 0.0 0.02
C -3.6176 -2.3697 -0.7596 0.0 0.0 -0.1 0.00
C -2.4408 -3.7685 1.0928 0.1 0.0 0.0 0.00
H 0.9829 2.3169 -1.9141 0.0 0.0 0.0 0.01
H 1.8980 -1.9803 4.3785 0.0 0.0 0.0 0.00
H -2.3549 -1.1578 4.2774 0.0 0.0 0.0 0.00
H -0.0534 2.6567 4.1964 0.0 0.0 0.0 0.00
O 3.3100 -1.8433 1.9046 0.1 0.0 0.0 0.02
H -4.6693 -2.2292 2.0186 0.0 -0.1 0.0 0.00
C 2.5621 -1.2309 -0.8929 0.0 0.1 0.1 0.10
C -2.0626 2.8149 1.8657 -0.1 0.0 0.1 0.00
H 2.6626 3.9453 1.9871 0.0 0.0 0.0 0.00
C -3.2376 2.6580 0.9058 0.0 0.0 -0.1 0.00
H -1.9809 4.9646 1.5802 0.0 0.0 0.0 0.00
H 0.1425 0.6349 -3.9532 0.0 0.0 0.0 0.00
H -2.3149 1.9709 -1.3949 0.0 0.0 0.0 -0.01
H -4.0362 -4.2816 -0.1376 0.0 0.0 0.0 0.00
C 0.6836 5.1532 0.0963 0.0 0.0 0.1 0.00
C 5.7771 -0.4193 0.2095 0.0 0.0 0.0 0.00
C 1.9273 -2.1437 -1.7670 0.1 0.1 -0.1 -0.11
H 3.4665 2.5556 2.6973 0.0 0.0 0.0 0.00
C 4.8788 1.6528 -0.8845 0.0 0.0 0.0 0.00
C 0.2253 3.8214 -0.4894 -0.1 0.1 -0.1 -0.02
C -2.0248 4.2459 2.4002 0.1 0.1 0.0 0.00
C -2.7108 -1.3074 -0.9272 0.0 -0.1 -0.1 -0.01
H 2.9245 2.4905 1.0224 0.0 0.0 0.0 0.00
H 5.2357 2.3373 -0.1136 0.0 0.0 0.0 0.00
H -1.0366 -3.9769 -1.9498 0.0 0.0 0.0 0.00
H 0.8427 4.0959 3.6856 0.0 0.0 0.0 0.00
H -3.3486 1.6542 0.4963 0.0 0.0 0.0 0.00
H 1.1760 3.9935 -2.4186 0.0 0.0 0.0 0.00
H -2.8572 1.8690 -3.0605 0.0 0.0 0.0 0.00
C -1.9883 1.7539 -2.4111 0.0 0.0 0.1 0.03
C 1.3339 2.3187 2.5302 0.1 0.0 0.1 0.00
H -5.0477 -3.9533 1.9946 0.0 0.0 0.0 0.00
C 4.2728 -0.8257 -2.5031 0.0 0.0 0.1 0.00
N -1.8680 -0.8532 0.1495 0.2 0.0 -0.1 0.15
H 1.8651 -3.7574 0.4340 0.0 0.0 0.0 0.00
H 5.1986 -0.3474 -2.7957 0.0 0.0 0.0 0.00
H 1.6556 2.8297 4.5879 0.0 0.0 0.0 0.00
H -0.7649 3.9558 -0.9374 0.0 0.0 0.0 0.00
H 5.6845 1.5494 -1.6122 0.0 0.0 0.0 0.00
C 3.7525 -0.5757 -1.2357 -0.1 -0.1 0.0 0.05
H -5.2079 -3.4307 -1.7035 0.0 0.0 0.0 0.00
N -0.0407 -0.9038 1.9057 0.1 0.1 -0.4 -0.08
C 0.7608 -2.9854 -1.2944 -0.2 0.1 0.2 -0.01
C -4.4042 -1.9791 -3.0329 0.0 0.0 0.0 0.00
H 0.0381 5.5225 0.8925 0.0 0.0 0.0 0.00
H 1.4457 1.2533 2.7432 0.0 0.0 0.0 0.00
H -0.5631 0.2383 -1.8611 0.0 0.1 -0.3 0.10
H -4.1573 2.8856 1.4470 0.0 0.0 0.0 0.00
H 1.7009 5.0855 0.4804 0.0 0.0 0.0 0.00
W 0.0268 -0.3093 -0.0934 0.0 0.1 0.6 1.58
C 4.5134 0.3013 -0.2695 0.0 0.0 0.0 0.01
C -0.2292 -1.5442 4.5133 0.0 0.0 0.0 0.03
H 4.0348 2.1133 -1.3980 -0.1 0.0 0.0 0.00
H -2.1655 2.1103 2.6959 0.0 0.0 0.0 0.00
C -1.3788 -1.1737 3.8122 0.0 0.1 -0.1 -0.01
C 2.6666 2.8558 2.0171 0.0 0.0 -0.1 0.00
H -1.6385 -3.9603 0.3760 0.0 0.0 0.0 0.00
H 0.4339 -4.7132 -0.0106 0.0 0.0 0.0 0.00
C -1.2450 -0.8676 2.4721 -0.1 -0.2 0.0 0.02
C -4.4790 -2.6391 -1.8260 0.0 0.0 0.0 0.00
C 1.0647 -1.2956 2.5337 0.0 0.0 0.2 0.02
O -3.4828 -0.4141 1.7765 0.0 0.0 -0.1 0.01
H 0.6894 5.9051 -0.6955 0.0 0.0 0.0 0.00
H -5.8008 -2.8655 0.8333 0.0 0.0 0.0 0.00
H 0.0911 -2.3763 -0.6190 -0.1 -0.2 -0.1 0.07
H -3.2872 -0.5857 -4.1994 0.0 0.0 0.0 0.00
H 1.8998 -4.7785 -0.9918 0.0 0.0 0.0 0.00
H -1.2325 2.4738 -2.7235 0.0 0.0 0.0 0.00
H 6.4438 -0.6151 -0.6320 0.0 0.0 0.0 0.00
C -0.8182 0.1207 -3.9196 -0.1 0.0 0.0 0.01
H 5.5408 -1.3659 0.6889 0.0 0.0 0.0 0.00
H -5.0872 -2.2265 -3.8336 0.0 0.0 0.0 0.00
C 1.0056 -1.6383 3.8725 0.0 0.0 -0.1 -0.02
C -4.8756 -3.0767 1.3691 0.0 0.0 0.1 0.00
Sb -0.1626 2.3016 0.9745 0.1 0.0 -0.2 0.12
C 0.9050 3.0143 3.8163 -0.1 0.1 0.0 0.00
H -2.6114 -4.6885 1.6524 0.0 0.0 0.0 0.00
H -2.9542 4.4378 2.9394 0.0 0.0 0.0 0.00
H -1.4437 0.5566 -4.6984 0.0 0.0 0.0 0.00
N 1.8592 -0.9432 0.3331 0.0 -0.2 -0.1 0.04
C -3.3980 -1.0504 -3.2293 0.0 0.0 0.0 0.00
H 4.0645 -1.8386 -4.3730 0.0 0.0 0.0 0.00
C -3.7368 -3.3721 0.3906 0.0 0.0 0.0 0.00
H -0.4833 -2.7314 -3.0715 0.0 0.0 0.0 0.00
H -3.1684 3.3765 0.0857 0.0 0.0 0.0 0.00
H -1.2011 4.4443 3.0859 -0.1 0.0 -0.1 0.00
H -0.3076 -1.8029 5.5609 0.0 0.0 0.0 0.00
H 2.0164 -3.0264 -3.7195 0.0 0.0 0.0 0.00
C 3.6389 -1.6733 -3.3925 0.0 0.0 0.0 0.02
H -2.0808 -3.0419 1.8185 0.0 0.0 0.0 0.00
H 3.8763 0.4735 0.5995 0.0 0.0 0.0 0.00
H 0.3553 -4.2842 -2.9738 0.0 0.0 0.0 0.00
H -0.6634 -0.9298 -4.1543 0.0 0.0 0.0 0.00
H 2.2197 3.3313 -1.1695 0.0 0.0 0.0 0.00
C -2.3591 -0.6737 1.4520 0.0 0.0 0.2 0.03
C -2.5392 -0.7084 -2.1953 -0.1 -0.1 0.0 -0.07
C 2.4772 -2.3365 -3.0263 0.0 0.0 0.0 -0.01
H 6.3188 0.2053 0.9207 0.0 0.0 0.0 0.00

***

# 2
117
Properties=species:S:1:pos:R:3:forces:R:3:mulliken_charge:R:1 method="wB97M-V/def2-TZVPD" homo_ev=-1.65 relative_energy_ev=0.749 total_charge=-2 gap_ev=5.549 fmax_ev_per_a=0.95 energy_ha=-6717.3727
C -2.6699 0.8090 1.2923 -0.3 0.3 -0.5 -1.61
Sc 0.2106 0.6118 -0.4448 -0.6 -0.1 -0.6 -0.92
O 1.3889 4.5391 -1.0091 -0.1 -0.1 -0.2 -0.85
H -0.0308 -0.5103 5.6249 0.1 0.0 0.0 0.09
H 3.8987 -4.8552 3.5453 0.0 0.0 0.1 0.31
C 1.4875 0.2368 -3.5581 0.1 0.0 0.1 0.18
C 0.5996 3.2857 0.8871 0.0 0.2 -0.4 -0.75
C -1.3792 -4.0236 0.5607 0.2 0.2 0.0 -1.61
C 7.2284 2.2326 -1.3956 -0.1 0.0 0.0 -1.43
O -1.5078 0.6358 0.8692 0.0 -0.2 0.4 1.30
H 0.8446 -0.5205 -5.4687 0.1 0.0 -0.1 0.21
H -4.1057 2.8599 -2.8518 -0.1 -0.1 -0.1 0.23
H -2.0625 -4.6260 1.1628 0.0 0.0 0.0 0.40
H -1.4872 0.2743 -5.6926 0.0 0.0 0.0 0.35
O 0.7869 2.3931 -1.2768 0.2 -0.3 -0.3 -0.47
H -5.7750 2.3488 0.8632 -0.1 0.1 0.0 0.44
H -3.9065 -2.9685 0.6390 0.0 0.0 0.0 0.41
N 2.6385 -3.3578 4.2386 -0.1 0.4 0.1 0.27
C -0.6251 -2.8586 -3.4533 0.0 0.3 0.0 -0.87
C 1.0278 -0.3768 5.4006 -0.2 0.1 -0.1 -0.68
C -4.9094 3.2186 -2.2082 0.1 0.2 0.0 -0.74
H -5.1666 0.5370 2.3495 0.0 0.1 0.0 0.24
C 3.7231 1.2392 -3.6584 0.0 0.0 0.0 -0.82
H 1.5107 0.1473 6.2245 0.0 0.0 0.0 0.37
H -3.2312 -2.7041 -0.9900 0.0 0.0 0.0 0.32
C -6.5518 0.8579 -0.4675 0.0 0.2 0.0 -0.83
N 0.3578 -0.0854 -2.8515 -0.3 0.3 0.4 1.10
H -5.8740 2.9582 -2.6558 0.0 0.0 0.0 0.53
O -0.8687 -1.7414 -0.1135 0.2 -0.3 -0.3 1.75
N 0.9449 1.9175 1.2829 0.5 -0.2 0.4 -0.06
C 3.0317 -3.3589 5.5601 0.0 -0.1 0.1 -0.52
C 1.6446 -0.0179 -4.9448 -0.1 -0.1 0.1 -0.55
C 2.6051 0.8605 -2.9438 0.0 0.0 0.0 -0.30
H -5.4980 5.1310 -1.3561 0.0 0.0 0.0 0.32
C 3.5937 -1.9047 -1.2987 -0.2 0.2 0.1 -1.41
C 3.6980 2.0426 1.0364 -0.2 0.0 0.1 -0.79
C 4.2995 0.8741 0.5946 0.0 -0.1 0.0 0.50
H 4.6866 1.3498 -5.5908 0.0 0.0 0.0 0.36
C -3.0734 0.1873 2.6036 0.2 0.0 0.2 0.77
C 3.8190 1.0215 -5.0299 0.1 0.0 -0.1 -0.69
H 3.7310 -2.7473 -1.9764 0.0 0.0 0.0 0.49
H -5.7837 0.1307 -0.2096 0.0 -0.1 0.0 -0.09
H 5.7675 4.2976 -0.3882 0.0 0.0 0.0 0.29
H -1.6964 -1.5136 5.1890 0.0 0.0 0.0 0.45
H -4.0595 -1.5895 5.8980 0.0 0.0 0.0 0.38
H -1.0571 -3.2899 -2.5502 0.0 0.0 0.1 0.00
H 3.7399 4.1742 1.0352 0.0 0.0 0.0 0.42
H -0.9059 -1.3494 -6.0675 0.0 0.0 0.0 0.41
C 2.4428 -2.3004 6.1493 0.0 0.0 0.2 -0.48
C -3.1995 -2.3799 0.0501 0.3 0.1 0.1 -1.15
H -7.4429 0.6626 0.1331 -0.1 0.0 0.0 0.36
H -2.3809 -0.3004 -1.6142 -0.2 0.0 0.1 -0.97
H 1.1419 0.2116 4.4924 0.0 0.0 0.0 0.14
C -1.5194 -0.7706 -5.3727 0.5 0.3 0.1 -1.70
H -1.0627 -0.3011 3.0986 0.0 -0.1 0.0 0.34
O 2.4787 0.6291 2.7844 -0.1 0.0 -0.2 -0.64
H 6.9818 2.0313 -2.4410 0.0 0.0 0.0 0.26
H 3.2711 -3.7238 2.3046 0.0 0.0 0.0 0.19
C 3.0343 -4.2819 3.2112 -0.1 -0.1 -0.2 -0.72
H -0.4830 3.4324 0.9739 0.0 0.0 0.0 0.16
H 2.2111 -4.9569 2.9647 0.0 0.0 0.0 0.27
H -6.7519 3.0196 -0.4624 0.0 0.0 0.0 0.50
H 3.8535 -0.0651 0.8915 0.1 0.0 0.0 0.30
H -3.7681 4.9649 -1.7155 0.0 0.0 0.0 0.25
H 1.1030 4.0127 1.5229 -0.1 0.1 -0.2 0.64
H -1.0318 -3.3856 -4.3207 -0.1 0.0 0.0 0.56
C -6.0104 2.2607 -0.1959 0.0 -0.2 0.0 -0.83
S 2.2744 1.9062 2.1326 0.6 -0.2 0.7 1.03
H 3.8267 -0.9783 -1.8177 0.1 0.0 0.0 -0.05
H 5.9197 0.0264 -0.5204 0.0 0.0 0.0 0.28
H -1.7961 -2.2381 1.6553 0.1 0.0 -0.1 -0.51
C 2.7640 0.3742 -5.6566 0.1 0.0 0.0 -0.81
H 0.4488 -3.0504 -3.4154 0.0 0.0 0.0 0.20
C 4.2221 3.2726 0.6816 -0.1 0.1 0.0 -0.26
O 2.3938 3.0431 3.0391 -0.1 0.1 -0.4 -0.90
H 4.5406 1.7225 -3.1318 0.0 0.0 0.0 0.42
Si -0.9390 -0.9641 -3.5336 -0.7 -0.6 -0.2 0.15
H -0.0667 -2.3046 -0.3510 -0.1 0.1 0.0 -1.00
N -4.7938 2.5338 -0.9391 0.2 -0.2 0.2 0.36
H -3.2959 -1.3120 -2.7442 0.0 -0.1 0.0 0.46
C -4.7715 4.7348 -2.0695 -0.1 -0.2 0.0 -1.14
C 2.1584 -1.8475 -0.7927 0.6 -0.5 -0.2 -0.53
H -4.9284 5.2133 -3.0384 0.0 0.1 0.0 0.40
O 1.7379 -0.7106 -0.3614 0.1 0.3 0.1 1.61
N -3.6792 1.4393 0.7014 -0.1 -0.1 0.2 0.00
H -1.3849 -4.3871 -0.4695 0.0 0.0 0.0 0.34
C -3.5752 2.1322 -0.4479 0.1 0.2 -0.2 0.41
H -0.3693 -4.1219 0.9563 0.0 -0.1 0.0 0.17
H 2.4899 -1.9555 7.1665 0.0 0.0 0.0 0.45
H -6.8021 0.7379 -1.5227 0.0 0.0 0.0 0.43
H 1.8897 -3.7313 -1.1165 0.1 0.1 -0.1 0.17
H -2.5503 -1.1170 -5.4829 0.0 -0.1 0.2 0.42
H 7.9587 1.4863 -1.0789 0.0 0.0 0.0 0.36
C 5.4423 0.9401 -0.1835 0.0 0.1 0.0 -0.70
H -3.4930 -1.3313 0.0895 -0.1 0.0 0.0 -0.21
C -3.7826 -1.0839 4.9800 0.0 0.0 0.0 -0.76
H 2.5740 1.0605 -1.8847 0.1 0.0 0.0 0.76
C -2.0949 -0.3692 3.4203 0.0 0.1 -0.1 0.19
C 5.9873 2.1699 -0.5439 0.1 0.0 0.1 1.10
C -4.7598 -0.5033 4.1826 0.0 -0.1 0.0 -0.76
N 1.4264 -2.9065 -0.7605 -0.4 0.1 0.1 -0.18
H 7.6875 3.2200 -1.3412 0.0 0.0 0.0 0.38
S -2.1598 2.5755 -1.2490 0.1 0.0 -0.1 -0.38
H -2.9895 0.3869 -3.1154 0.1 0.1 0.0 0.30
C -1.7896 -2.5547 0.6043 -0.4 -0.1 0.1 1.42
H 3.6929 -4.1035 5.9655 0.0 0.0 0.0 0.44
C -4.4088 0.1173 2.9951 0.0 0.0 0.0 -0.36
C -2.5603 -0.5091 -2.6659 0.4 -0.1 0.0 0.08
H 4.2768 -2.0215 -0.4537 0.0 0.0 0.1 0.29
C 1.7991 -2.2975 3.9975 -0.2 -0.2 0.1 -0.41
Se 0.9928 -1.9631 2.4122 0.0 -0.3 0.3 -0.35
H -5.8003 -0.5564 4.4816 0.0 0.0 0.0 0.39
C -2.4530 -1.0223 4.5897 0.0 -0.1 0.1 -0.50
H 2.8160 0.1656 -6.7217 0.0 0.0 0.0 0.34
N 1.6877 -1.6488 5.1987 0.4 -0.2 -0.2 0.41
C 0.9684 3.4674 -0.5926 0.1 0.6 0.6 0.59
C 5.3615 3.3320 -0.1077 0.0 0.0 0.0 -0.90